C52H134N9O13Y | ωB97M-V with the def2-TZVPD basis set

Last column: Mulliken charge in e.
Geometry (Å):
1 Y -11.358 26.269 -10.070  0.536
2 C -13.725 22.794 -8.559  0.825
3 C -12.254 23.138 -8.418  0.328
4 C -11.375 21.943 -8.550  0.888
5 O -11.864 24.238 -9.211  1.368
6 H -14.086 22.564 -9.563  0.306
7 H -14.347 23.640 -8.238  -0.768
8 H -13.854 21.911 -7.921  -0.767
9 H -12.143 23.435 -7.347  -0.005
10 H -11.421 21.489 -9.545  -0.216
11 H -11.776 21.198 -7.855  -0.384
12 H -10.338 22.219 -8.360  -0.890
13 C -12.095 18.095 -11.662  -0.659
14 O -11.268 19.115 -11.046  -0.466
15 H -11.881 17.117 -11.242  0.297
16 H -13.149 18.340 -11.520  0.251
17 H -11.861 18.117 -12.719  0.348
18 H -11.341 18.965 -10.092  0.189
19 C -10.238 21.584 -13.182  -0.861
20 O -11.071 21.646 -12.044  -0.028
21 H -9.564 22.448 -13.217  0.157
22 H -9.652 20.661 -13.160  0.390
23 H -10.823 21.598 -14.113  0.299
24 H -11.222 20.707 -11.701  0.127
25 C -7.975 21.182 -10.094  -0.501
26 O -7.131 21.949 -9.210  -0.477
27 H -7.929 21.583 -11.116  0.262
28 H -7.684 20.134 -10.135  0.556
29 H -9.010 21.276 -9.764  0.068
30 H -6.304 21.474 -9.096  0.295
31 C -17.394 24.397 -10.155  -1.451
32 C -16.424 24.272 -11.290  0.389
33 C -16.878 24.884 -12.545  -0.204
34 O -17.950 24.163 -12.980  -0.271
35 C -18.262 24.398 -14.336  -0.826
36 N -15.062 24.804 -10.926  0.283
37 H -17.195 23.654 -9.378  0.300
38 H -18.429 24.199 -10.468  0.484
39 H -17.389 25.407 -9.736  0.332
40 H -16.295 23.198 -11.470  -0.017
41 H -16.074 24.796 -13.291  -0.163
42 H -17.146 25.942 -12.379  0.383
43 H -18.498 25.462 -14.519  0.312
44 H -19.158 23.842 -14.603  0.273
45 H -17.454 24.085 -15.019  0.298
46 H -15.079 25.810 -10.715  0.230
47 H -14.723 24.375 -10.079  -0.469
48 C -12.294 23.084 -2.874  -1.378
49 C -11.738 24.464 -2.588  0.846
50 C -11.208 24.592 -1.200  -0.941
51 O -12.212 24.119 -0.324  -0.307
52 C -11.798 24.139 1.016  -0.787
53 N -10.687 24.775 -3.567  -0.216
54 H -11.574 22.289 -2.634  0.213
55 H -12.547 23.027 -3.934  0.130
56 H -13.142 22.852 -2.232  0.660
57 H -12.545 25.187 -2.716  0.037
58 H -10.921 25.622 -0.915  0.520
59 H -10.261 24.013 -1.131  0.281
60 H -10.868 23.568 1.097  0.333
61 H -12.543 23.613 1.614  0.258
62 H -11.764 25.165 1.392  0.292
63 H -9.742 24.798 -3.110  0.204
64 H -10.547 23.986 -4.198  -0.041
65 C -5.903 26.076 -2.738  -1.577
66 C -7.141 25.395 -3.313  0.427
67 C -6.795 24.362 -4.342  -1.136
68 O -7.913 23.822 -4.959  0.173
69 C -7.528 22.904 -5.940  -0.973
70 N -7.993 24.825 -2.243  -0.557
71 H -6.227 26.771 -1.967  0.446
72 H -5.354 26.678 -3.473  0.396
73 H -5.181 25.344 -2.365  0.353
74 H -7.751 26.169 -3.806  0.041
75 H -6.195 23.574 -3.853  0.464
76 H -6.160 24.815 -5.119  0.393
77 H -6.924 23.329 -6.748  0.386
78 H -8.364 22.300 -6.294  0.077
79 H -6.901 22.123 -5.459  0.510
80 H -7.574 23.969 -1.863  0.275
81 H -7.965 25.463 -1.444  0.258
82 C -7.477 24.117 -11.307  -1.543
83 C -8.689 24.599 -10.571  1.435
84 C -8.447 24.877 -9.109  -0.611
85 O -9.512 25.674 -8.570  0.666
86 C -9.443 25.439 -7.126  -1.148
87 N -9.254 25.823 -11.206  -0.364
88 H -7.163 23.152 -10.890  0.163
89 H -6.578 24.727 -11.191  0.431
90 H -7.757 23.930 -12.343  0.413
91 H -9.426 23.799 -10.728  -0.901
92 H -7.501 25.437 -9.048  0.495
93 H -8.338 23.900 -8.634  -0.036
94 H -8.406 25.584 -6.810  0.508
95 H -9.714 24.419 -6.851  -0.209
96 H -10.090 26.107 -6.576  0.354
97 H -9.142 25.691 -12.218  0.390
98 H -8.561 26.577 -11.039  0.321
99 C -16.859 26.093 -7.017  -1.144
100 C -16.743 25.466 -5.651  0.415
101 C -16.496 23.977 -5.640  -0.290
102 O -16.488 23.544 -4.334  -0.447
103 C -16.238 22.121 -4.220  -0.476
104 N -15.560 26.096 -4.918  -0.503
105 H -17.011 27.166 -6.868  0.466
106 H -17.656 25.673 -7.617  0.421
107 H -15.882 26.002 -7.508  -0.085
108 H -17.657 25.733 -5.088  0.312
109 H -15.545 23.774 -6.164  -0.177
110 H -17.283 23.461 -6.225  0.415
111 H -17.157 21.522 -4.317  0.375
112 H -15.840 21.891 -3.223  0.307
113 H -15.453 21.786 -4.920  -0.005
114 H -15.431 25.628 -4.019  0.229
115 H -15.733 27.087 -4.765  0.240
116 C -9.840 30.301 -8.046  -1.436
117 C -10.212 28.836 -8.287  0.618
118 C -11.593 28.531 -7.723  -1.527
119 O -11.991 27.153 -7.952  0.212
120 C -13.054 26.790 -7.040  -1.104
121 N -10.190 28.386 -9.720  -0.459
122 H -8.760 30.364 -7.921  0.394
123 H -10.343 30.690 -7.162  0.411
124 H -10.113 30.990 -8.855  0.333
125 H -9.503 28.219 -7.731  -0.047
126 H -12.350 29.197 -8.181  0.436
127 H -11.596 28.756 -6.655  0.543
128 H -12.709 26.751 -6.003  0.495
129 H -13.319 25.750 -7.233  0.017
130 H -13.914 27.450 -7.108  0.413
131 H -9.182 28.489 -9.941  0.379
132 H -10.590 29.203 -10.219  0.284
133 C -12.669 24.604 -14.432  -1.568
134 C -11.735 25.272 -13.415  0.770
135 C -11.747 26.757 -13.560  -1.215
136 O -11.017 27.417 -12.476  0.032
137 C -10.823 28.793 -12.837  -1.040
138 N -12.098 24.897 -11.990  0.741
139 H -12.443 24.913 -15.459  0.485
140 H -13.695 24.968 -14.256  0.292
141 H -12.659 23.521 -14.397  0.259
142 H -10.724 24.865 -13.590  0.120
143 H -12.776 27.171 -13.546  0.369
144 H -11.358 27.064 -14.539  0.568
145 H -11.771 29.345 -12.875  0.377
146 H -10.260 28.854 -13.768  0.327
147 H -10.230 29.323 -12.088  0.364
148 H -13.150 24.877 -12.051  0.010
149 H -11.872 23.888 -11.843  -0.557
150 C -13.456 19.037 -6.051  -2.311
151 C -12.694 18.928 -4.775  2.928
152 C -13.706 19.243 -3.664  -0.631
153 C -13.339 18.652 -2.320  -0.959
154 C -13.078 17.161 -2.481  -1.229
155 C -11.922 16.882 -3.436  1.452
156 N -12.190 17.574 -4.667  0.263
157 O -11.329 17.182 -5.801  -0.460
158 C -10.573 17.298 -2.768  -1.547
159 C -11.838 15.391 -3.680  -1.975
160 C -11.606 20.047 -4.750  -1.309
161 H -14.371 18.442 -6.105  0.707
162 H -12.853 18.637 -6.876  0.554
163 H -13.688 20.077 -6.311  -0.368
164 H -13.755 20.325 -3.441  -0.390
165 H -14.721 19.039 -4.010  0.483
166 H -14.177 18.698 -1.614  0.502
167 H -12.506 19.121 -1.793  0.287
168 H -13.992 16.730 -2.910  0.329
169 H -12.887 16.717 -1.502  0.520
170 H -10.332 16.692 -1.904  0.439
171 H -9.776 17.278 -3.532  0.300
172 H -10.540 18.360 -2.481  0.291
173 H -11.009 15.125 -4.332  0.377
174 H -11.734 14.869 -2.729  0.426
175 H -12.756 15.024 -4.150  0.404
176 H -11.137 20.060 -3.752  0.199
177 H -12.050 21.035 -4.851  -0.097
178 H -10.788 19.905 -5.468  0.393
179 H -10.447 17.600 -5.655  0.341
180 C -17.864 16.182 -11.153  -1.652
181 C -17.575 17.607 -11.583  1.747
182 C -18.786 18.489 -11.283  -1.279
183 C -18.950 18.849 -9.832  -0.820
184 C -17.693 19.566 -9.353  -1.267
185 C -16.467 18.718 -9.556  2.150
186 N -16.422 18.198 -10.908  0.187
187 O -15.205 17.423 -11.144  -0.384
188 C -15.283 19.602 -9.355  -1.473
189 C -16.428 17.643 -8.466  -1.830
190 C -17.335 17.656 -13.070  -2.077
191 H -18.601 15.737 -11.819  0.474
192 H -18.272 16.230 -10.145  0.376
193 H -16.994 15.525 -11.158  0.293
194 H -18.685 19.395 -11.880  0.396
195 H -19.647 17.874 -11.568  0.444
196 H -19.208 17.978 -9.218  0.372
197 H -19.832 19.494 -9.746  0.392
198 H -17.787 19.877 -8.312  0.530
199 H -17.523 20.443 -9.993  0.099
200 H -14.386 19.037 -9.629  0.272
201 H -15.262 20.504 -9.964  0.139
202 H -15.215 19.857 -8.294  0.137
203 H -17.196 16.880 -8.533  0.259
204 H -15.428 17.186 -8.474  0.571
205 H -16.536 18.098 -7.477  0.382
206 H -18.284 17.514 -13.593  0.404
207 H -16.651 16.864 -13.376  0.385
208 H -16.921 18.612 -13.392  0.415
209 H -15.264 16.610 -10.587  0.316

Calculated values
Kohn-Sham gap = 0.2225 Ha
Multiplicity = 1
Total charge = +2
LUMO energy = -0.187 hartree

C39H106HgN9O10 | ωB97M-V with the def2-TZVPD basis set

Last column: Mulliken charge in e.
Geometry (Å):
1 Hg -0.653 0.839 -6.555  0.609
2 C -0.334 -1.127 -0.846  -1.186
3 C -1.697 -0.532 -1.225  0.692
4 C -2.246 0.307 -0.007  -1.289
5 O -1.659 0.177 -2.468  -0.299
6 H -0.508 -1.668 0.084  0.355
7 H 0.360 -0.362 -0.495  0.337
8 H 0.033 -1.819 -1.604  0.336
9 H -2.410 -1.349 -1.342  0.158
10 H -3.300 0.520 -0.183  0.340
11 H -1.662 1.183 0.274  0.395
12 H -2.285 -0.252 0.928  0.392
13 C -3.060 -4.284 -7.237  -1.378
14 C -2.146 -3.106 -6.812  0.292
15 C -0.681 -3.462 -6.996  -0.911
16 O 0.183 -2.381 -6.554  -0.212
17 C 1.499 -2.847 -6.407  -0.852
18 N -2.276 -1.992 -7.770  -0.486
19 H -4.102 -3.993 -7.105  0.395
20 H -2.992 -5.167 -6.601  0.386
21 H -2.971 -4.563 -8.287  0.351
22 H -2.322 -2.833 -5.771  0.251
23 H -0.444 -3.594 -8.052  0.351
24 H -0.513 -4.432 -6.530  0.452
25 H 1.914 -3.414 -7.240  0.337
26 H 1.653 -3.493 -5.542  0.334
27 H 2.185 -2.033 -6.171  0.245
28 H -2.103 -2.427 -8.665  0.258
29 H -3.238 -1.698 -7.864  0.262
30 C 11.374 -0.157 0.131  -1.524
31 C 10.172 0.494 -0.614  0.516
32 C 8.801 -0.203 -0.401  -0.714
33 O 7.830 0.456 -1.174  -0.281
34 C 6.517 0.087 -0.778  -0.734
35 N 10.118 1.909 -0.253  -0.752
36 H 11.249 -1.236 0.214  0.372
37 H 11.421 0.142 1.178  0.402
38 H 12.341 0.050 -0.329  0.408
39 H 10.422 0.491 -1.675  0.269
40 H 8.554 -0.081 0.654  0.334
41 H 8.995 -1.268 -0.533  0.331
42 H 5.808 0.457 -1.518  0.253
43 H 6.330 0.439 0.236  0.295
44 H 6.347 -0.986 -0.864  0.309
45 H 11.101 2.067 -0.425  0.276
46 H 9.623 2.436 -0.957  0.242
47 C 6.872 6.696 2.328  -1.389
48 C 6.410 5.249 2.632  0.549
49 C 5.040 5.274 3.443  -0.677
50 O 4.714 3.870 3.570  -0.364
51 C 3.509 3.440 2.910  -0.744
52 N 6.332 4.543 1.369  -0.742
53 H 7.106 7.196 3.268  0.374
54 H 6.165 7.314 1.775  0.348
55 H 7.832 6.667 1.811  0.334
56 H 7.241 4.799 3.176  0.271
57 H 4.292 5.855 2.904  0.349
58 H 5.217 5.731 4.417  0.338
59 H 2.622 4.058 3.054  0.322
60 H 3.348 2.373 3.067  0.265
61 H 3.690 3.609 1.849  0.319
62 H 5.777 3.713 1.523  0.165
63 H 7.275 4.208 1.234  0.280
64 C 2.060 -3.825 4.737  -1.361
65 C 1.811 -4.200 6.264  0.378
66 C 1.092 -3.071 7.010  -0.602
67 O 0.908 -3.586 8.339  -0.336
68 C 0.230 -2.730 9.251  -0.744
69 N 1.140 -5.477 6.242  -0.657
70 H 2.622 -4.574 4.179  0.370
71 H 2.647 -2.911 4.648  0.387
72 H 1.139 -3.654 4.180  0.288
73 H 2.765 -4.398 6.753  0.239
74 H 0.153 -2.761 6.551  0.333
75 H 1.768 -2.220 7.096  0.373
76 H 0.792 -2.750 10.185  0.234
77 H -0.717 -3.228 9.460  0.250
78 H 0.093 -1.704 8.910  0.336
79 H 0.708 -5.635 7.141  0.288
80 H 0.388 -5.465 5.567  0.231
81 C -3.567 -4.986 3.191  -1.422
82 C -4.461 -4.917 4.464  0.649
83 C -3.835 -5.624 5.691  -0.603
84 O -3.722 -7.004 5.393  -0.312
85 C -3.498 -7.820 6.519  -0.761
86 N -4.854 -3.560 4.656  -0.727
87 H -2.602 -4.483 3.260  0.323
88 H -3.987 -4.479 2.322  0.397
89 H -3.481 -6.014 2.840  0.345
90 H -5.415 -5.389 4.228  0.128
91 H -4.502 -5.551 6.550  0.340
92 H -2.907 -5.165 6.032  0.277
93 H -3.355 -8.889 6.358  0.293
94 H -4.394 -7.909 7.134  0.309
95 H -2.607 -7.518 7.070  0.273
96 H -5.181 -3.037 3.856  0.230
97 H -5.625 -3.499 5.305  0.254
98 C -9.528 -5.874 0.861  -1.134
99 C -9.127 -6.530 -0.494  0.261
100 C -7.827 -5.801 -1.070  -0.663
101 O -8.027 -4.405 -1.227  -0.354
102 C -7.038 -3.772 -2.073  -0.754
103 N -8.914 -7.957 -0.380  -0.661
104 H -10.545 -6.142 1.147  0.332
105 H -9.551 -4.792 0.729  0.319
106 H -8.793 -6.123 1.626  0.248
107 H -9.808 -6.316 -1.318  0.297
108 H -7.537 -6.291 -2.000  0.349
109 H -6.984 -5.805 -0.379  0.342
110 H -6.091 -4.312 -2.099  0.336
111 H -6.922 -2.751 -1.710  0.247
112 H -7.421 -3.664 -3.087  0.274
113 H -8.429 -8.300 -1.197  0.274
114 H -8.246 -8.062 0.370  0.287
115 C 3.768 2.303 -10.207  -1.551
116 C 3.106 1.804 -8.909  0.341
117 C 3.043 2.867 -7.820  -0.900
118 O 2.507 2.390 -6.593  -0.217
119 C 2.503 3.376 -5.573  -0.792
120 N 1.773 1.331 -9.133  -0.471
121 H 3.706 1.580 -11.021  0.397
122 H 4.838 2.500 -10.142  0.398
123 H 3.294 3.205 -10.594  0.422
124 H 3.739 1.060 -8.425  0.276
125 H 2.571 3.781 -8.181  0.386
126 H 4.093 3.123 -7.679  0.375
127 H 1.763 3.072 -4.832  0.214
128 H 2.261 4.400 -5.856  0.335
129 H 3.503 3.407 -5.140  0.306
130 H 1.900 0.451 -9.612  0.261
131 H 1.505 1.919 -9.910  0.291
132 C -2.672 7.632 -3.041  -1.334
133 C -1.893 6.410 -2.678  0.650
134 C -1.508 6.345 -1.126  -0.682
135 O -0.687 7.446 -0.808  -0.359
136 C 0.729 7.288 -1.226  -0.763
137 N -2.598 5.194 -3.106  -0.724
138 H -2.108 8.527 -2.781  0.306
139 H -3.572 7.664 -2.427  0.322
140 H -2.948 7.684 -4.095  0.367
141 H -0.921 6.514 -3.160  0.133
142 H -1.035 5.441 -0.744  0.340
143 H -2.438 6.336 -0.557  0.381
144 H 0.768 7.783 -2.196  0.299
145 H 1.139 6.291 -1.060  0.330
146 H 1.280 7.866 -0.484  0.253
147 H -2.464 5.171 -4.107  0.273
148 H -2.219 4.300 -2.828  0.213
149 C -2.227 2.365 5.535  -1.427
150 C -3.524 3.101 5.168  0.464
151 C -3.225 4.474 4.472  -0.606
152 O -2.995 5.536 5.402  -0.331
153 C -2.790 6.821 4.813  -0.738
154 N -4.404 2.226 4.432  -0.652
155 H -2.375 1.443 6.097  0.410
156 H -1.664 3.011 6.209  0.359
157 H -1.616 2.139 4.661  0.276
158 H -4.006 3.270 6.131  0.183
159 H -4.050 4.784 3.830  0.416
160 H -2.389 4.324 3.788  0.317
161 H -2.654 7.557 5.606  0.269
162 H -3.774 7.025 4.389  0.334
163 H -2.009 6.995 4.073  0.263
164 H -4.175 2.245 3.449  0.217
165 H -4.339 1.264 4.734  0.252

Calculated values
Kohn-Sham gap = 0.0732 Ha
Multiplicity = 1
Total charge = +1
LUMO energy = -0.310 hartree
Energy relative to the best compared isomer or geometry (same formula, charge and spin) = 212.8 kcal per mole